27
Properties=species:S:1:pos:R:3:forces:R:3:nbo_charge:R:1 method="wB97M-V/def2-TZVPD" relative_energy_kj_mol=383.6 e_tot_ha=-967.538683 total_charge=+1 largest_force_ev_per_a=5.34
C -4.519102 -0.322234 -0.625506 2.1 -1.0 -1.6 0.031
H 1.843951 -1.269692 -0.853879 0.9 0.1 0.0 0.211
C -1.035514 0.997587 0.851969 -0.2 0.1 1.1 -0.169
H -0.526385 -1.872353 -0.404020 -0.4 1.1 0.1 0.446
C -2.195809 -0.611382 -0.240697 -0.8 1.9 -0.6 0.330
N -3.412755 1.332387 0.456519 0.1 2.1 0.2 0.055
H 2.341298 -1.895706 0.667702 0.1 -0.6 0.6 0.231
N -4.467466 0.899007 -0.096676 -1.0 -0.3 0.9 -0.165
N -0.887903 -0.934242 -0.145519 -1.5 -3.6 -1.7 -0.532
C 2.524160 0.189928 2.062314 0.9 -0.1 3.3 -0.738
H 1.626970 2.168366 -2.298152 0.1 -1.0 -0.6 0.252
H 3.469053 0.806693 2.235537 -1.4 -0.5 -0.6 0.276
H -5.455992 -0.659026 -1.039724 -0.2 0.1 0.1 0.240
H -0.825221 1.698231 1.663538 -0.5 0.3 -0.9 0.267
C 1.912196 1.160447 -1.926080 -0.2 0.6 0.4 -0.750
H -3.431370 -2.027586 -1.369486 0.2 -0.1 -0.1 0.261
H 1.709052 0.636130 2.606501 0.0 0.5 0.9 0.249
S 2.253652 1.691560 -0.193629 -0.9 -1.6 0.4 0.341
C -3.351086 -1.079974 -0.865073 -1.1 0.3 1.2 -0.225
H 3.598908 -1.036460 -0.273188 -1.4 0.2 0.3 0.272
H 1.158749 0.346232 -2.167846 0.6 1.3 0.8 0.231
C 2.497863 -1.061264 0.020550 -0.3 -1.2 -2.3 -0.711
N -2.296400 0.670631 0.355534 0.9 -2.7 -0.1 -0.102
H 2.886858 0.850524 -2.278876 0.0 0.0 -0.6 0.237
H 2.775090 -0.795181 2.640459 -0.8 1.4 -1.7 0.248
C 2.032938 0.153733 0.686136 -0.1 0.7 -1.3 0.086
C -0.225741 -0.036344 0.531582 4.6 1.9 1.8 0.130